{
  "formula": "C11H23O3P2Pr",
  "method": "wB97M-V/def2-TZVPD",
  "elements": ["C", "C", "H", "H", "H", "H", "C", "H", "O", "H", "C", "C", "C", "H", "H", "C", "P", "Pr", "C", "C", "H", "P", "C", "H", "H", "H", "H", "H", "H", "H", "C", "H", "H", "O", "H", "H", "H", "H", "H", "O"],
  "coordinates": [[1.9355, -2.1159, 0.4325], [-3.0411, -2.1481, 2.1321], [-1.3136, 2.6601, 1.6302], [-0.1334, -2.0020, -4.4401], [-1.3127, -0.2547, -4.8326], [3.5835, -1.0182, -0.4983], [-2.3416, 2.4052, 1.3584], [0.7847, -0.2386, -5.2499], [0.9903, -0.9651, 0.3908], [-3.4000, -0.2172, -0.5975], [-2.3787, -2.9267, 1.1345], [3.8150, 2.3498, 1.3000], [3.2273, 2.1930, -0.0801], [-3.1518, -2.4231, 3.1791], [1.3019, -2.9837, 0.2519], [-2.4129, -2.2239, -0.0893], [1.2256, 0.5256, 1.3508], [0.2868, 0.4979, -1.3568], [-3.5393, -0.9561, 1.5233], [3.0449, -1.9726, -0.5842], [-2.4470, 3.2674, -0.6317], [-0.0873, -0.5968, -4.1714], [-3.1793, -0.9645, 0.1582], [-2.5890, 1.4518, 1.8412], [-3.4549, 1.8309, -0.3798], [4.7735, 2.8689, 1.2144], [-1.9123, -3.9000, 1.2918], [-4.1176, -0.1850, 2.0334], [3.0200, 3.1514, -0.5515], [3.1689, 2.9577, 1.9410], [-2.4830, 2.2847, -0.1425], [3.7675, -2.7681, -0.3728], [3.8740, 1.6290, -0.7518], [1.9484, 1.5111, -0.0575], [-2.0086, -2.5346, -1.0550], [4.0073, 1.3878, 1.7877], [-3.0151, 3.1747, 1.7514], [2.3167, -2.1427, 1.4551], [2.6966, -2.0972, -1.6190], [-1.4491, 1.4876, -0.6964]],
  "forces_ev_per_a": [[-0.9, 1.2, 0.2], [0.2, -0.1, -0.9], [-0.1, 0.1, -0.1], [0.0, 0.5, 0.1], [0.5, -0.1, 0.3], [-0.2, -0.2, 0.1], [0.0, -0.1, 0.3], [-0.3, -0.2, 0.4], [1.4, 0.0, 0.3], [-0.1, -0.2, 0.2], [0.0, 0.6, 0.4], [0.4, 0.2, 0.0], [-0.5, -0.5, 0.1], [0.0, 0.0, -0.2], [0.1, 0.0, 0.0], [-1.1, 2.0, 0.4], [-0.2, -0.6, -1.5], [-2.6, 0.7, 3.1], [0.4, -0.6, -0.4], [0.2, -0.1, 0.1], [0.0, 0.0, 0.1], [-0.4, -0.6, -1.5], [1.1, -1.9, 0.1], [0.1, 0.2, -0.2], [0.2, 0.0, 0.0], [0.0, 0.0, 0.0], [-0.1, 0.2, 0.0], [0.1, -0.2, -0.2], [0.1, 0.2, 0.1], [0.0, -0.2, -0.1], [0.1, -0.2, -0.1], [0.0, 0.1, -0.3], [0.3, -0.1, 0.1], [0.1, -0.2, 0.4], [-0.3, -0.1, 0.1], [-0.2, 0.2, -0.2], [0.1, 0.0, -0.1], [0.0, -0.1, -0.1], [0.0, 0.0, 0.2], [1.3, -0.1, -1.4]],
  "largest_force_ev_per_a": 4.1,
  "homo_lumo_gap_ev": [3.68, 3.73],
  "e_homo_ev": [-4.98, -5.00],
  "multiplicity": 3,
  "e_lumo_ev": [-1.299, -1.269]
}